A:
{
  "formula": "C6H12N3O",
  "method": "wB97M-V/def2-TZVPD",
  "elements": ["C", "C", "C", "C", "C", "C", "N", "N", "N", "O", "H", "H", "H", "H", "H", "H", "H", "H", "H", "H", "H", "H"],
  "positions_angstrom": [[0.40917, -0.79686, 1.06208], [-2.46322, -1.16836, -0.46435], [-1.63579, -0.01053, -0.11356], [-2.80059, 0.79718, 0.53856], [-0.98337, 0.73734, -1.20358], [3.71616, 0.10390, -0.01774], [-0.83294, -0.60028, 0.95274], [1.36230, -0.35640, 0.31728], [2.58300, -0.75244, 0.45915], [-2.79521, -2.17278, 0.29418], [0.60555, -1.53582, 1.85252], [-3.04027, 0.23011, 1.39921], [-3.57938, 0.86850, -0.16272], [-2.37292, 1.80320, 0.91484], [-0.93117, 0.15215, -2.07750], [0.01073, 0.94264, -0.80323], [-1.56741, 1.61128, -1.45217], [4.05042, -0.14316, -1.04463], [3.38801, 1.09495, -0.08779], [4.60326, 0.04556, 0.65512], [2.87990, -1.41240, 1.22329], [-3.53923, -2.75399, -0.01789]],
  "nbo_charge": [0.186, 0.668, -0.060, -0.567, -0.637, -0.433, -0.394, -0.200, -0.235, -0.591, 0.164, 0.236, 0.231, 0.266, 0.236, 0.264, 0.236, 0.232, 0.227, 0.235, 0.380, 0.553],
  "charge": 1,
  "orbital_gap_ev": [5.68, 8.77],
  "e_lumo_ev": [-6.14, -4.78],
  "multiplicity": 1
}


B:
{
  "formula": "C6H12N3O",
  "method": "wB97M-V/def2-TZVPD",
  "elements": ["C", "C", "C", "C", "C", "C", "N", "N", "N", "O", "H", "H", "H", "H", "H", "H", "H", "H", "H", "H", "H", "H"],
  "positions_angstrom": [[-0.75103, -0.31495, 1.04147], [0.43375, 1.79577, -0.63378], [0.20350, -1.15611, 0.68002], [1.98654, -2.65880, 0.18736], [-1.89237, 0.23304, 1.80733], [-0.85589, 2.52015, -0.20443], [1.36928, -1.71063, 0.76486], [1.36548, -3.47221, -0.77997], [0.73759, 1.60190, -1.89136], [-0.73215, -0.72378, -0.36313], [3.02591, -2.55608, 0.27560], [-1.97555, -0.50411, 2.60608], [-2.71330, 0.67869, 1.19567], [-1.51563, 1.11627, 2.45990], [-0.90705, 3.54411, -0.50229], [-0.95153, 2.54964, 0.86863], [-1.77999, 1.99774, -0.55970], [1.13234, 1.48521, 0.10776], [0.33897, -3.48907, -0.82619], [1.79923, -3.93404, -1.54478], [1.57301, 1.07520, -2.09501], [0.10890, 1.92204, -2.59405]],
  "nbo_charge": [0.155, 0.373, 0.409, 0.341, -0.698, -0.727, -0.531, -0.808, -0.608, -0.620, 0.205, 0.277, 0.258, 0.233, 0.272, 0.263, 0.276, 0.237, 0.409, 0.411, 0.439, 0.433],
  "charge": 1,
  "orbital_gap_ev": [5.78, 5.78],
  "e_lumo_ev": [-4.52, -4.52],
  "multiplicity": 1
}


Unit: kJ/mol. Relative energies: A 140.3; B 0.0.


A:
{
  "formula": "C3H3N5",
  "method": "wB97M-V/def2-TZVPD",
  "elements": ["H", "N", "C", "N", "C", "C", "N", "N", "N", "H", "H"],
  "positions_angstrom": [[1.05541, 2.31369, 1.10451], [0.07139, 2.11723, 0.62985], [0.29978, 1.13340, -0.25209], [-0.67708, 0.61888, -0.92451], [-1.16502, -0.46598, -0.68813], [-0.54742, -1.16767, 0.50435], [0.66302, -1.17964, 0.65227], [1.58499, -0.74111, -0.28435], [1.53985, 0.44091, -0.57794], [-1.80152, -1.18351, -1.26869], [-1.02340, -1.88620, 1.10474]],
  "nbo_charge": [0.344, -0.636, 0.460, -0.382, 0.127, 0.038, -0.252, 0.063, -0.168, 0.204, 0.203],
  "smiles": "[H]/N=c1/nccnnn1",
  "charge": 0,
  "orbital_gap_ev": 9.38,
  "e_lumo_ev": -0.44,
  "multiplicity": 1
}


B:
{
  "formula": "C3H3N5",
  "method": "wB97M-V/def2-TZVPD",
  "elements": ["N", "C", "N", "N", "C", "C", "N", "N", "H", "H", "H"],
  "positions_angstrom": [[-0.24632, 1.02847, 2.07595], [0.09063, 0.97938, 0.85738], [1.44473, 0.67639, 0.49904], [1.63526, -0.42116, -0.05559], [0.61443, -1.23224, -0.55131], [-0.52766, -0.74012, -1.09611], [-0.85418, 0.62335, -1.15443], [-0.67540, 1.41649, -0.23493], [-1.27410, 1.20832, 2.14238], [0.90123, -2.26254, -0.67275], [-1.10862, -1.27633, -1.80963]],
  "nbo_charge": [-0.584, 0.401, -0.098, -0.108, -0.071, -0.094, -0.112, -0.142, 0.354, 0.227, 0.227],
  "smiles": "N=c1nnccnn1",
  "charge": 0,
  "orbital_gap_ev": 8.60,
  "e_lumo_ev": -1.14,
  "multiplicity": 1
}


C:
{
  "formula": "C3H3N5",
  "method": "wB97M-V/def2-TZVPD",
  "elements": ["H", "N", "C", "N", "C", "C", "N", "N", "N", "H", "H"],
  "positions_angstrom": [[-2.21743, -0.95563, -1.70120], [-1.61715, -1.49166, -1.07357], [-0.48752, -0.77955, -0.71965], [0.87924, -1.13118, -0.29494], [1.30626, -0.21215, 0.45946], [0.49054, 0.71433, 1.24380], [-0.36089, 1.44581, 0.84672], [-0.34371, 1.58237, -0.48860], [-0.59398, 0.59198, -1.18863], [2.41220, -0.26022, 0.62800], [0.53244, 0.49590, 2.28860]],
  "nbo_charge": [0.362, -0.597, 0.429, -0.357, 0.089, 0.026, -0.200, 0.027, -0.193, 0.210, 0.206],
  "smiles": "[H]/N=c1/nccnnn1",
  "charge": 0,
  "orbital_gap_ev": 8.68,
  "e_lumo_ev": -0.97,
  "multiplicity": 1
}


Unit: kJ/mol. Relative energies: A 73.7; B 0.0; C 103.7.


A:
{
  "formula": "C3H2N2O",
  "method": "wB97M-V/def2-TZVPD",
  "elements": ["N", "C", "C", "N", "C", "O", "H", "H"],
  "positions_angstrom": [[1.68428, -2.65728, -0.18328], [1.78415, -1.48363, -0.08719], [1.64716, -0.00929, -0.01909], [1.88160, 1.03124, 0.64274], [0.80967, 1.02913, -0.38327], [-0.40150, 0.42769, 0.13931], [0.89380, 1.82736, -1.16413], [-1.32524, 0.54441, -0.28676]],
  "nbo_charge": [-0.235, 0.231, 0.146, -0.259, 0.157, -0.757, 0.212, 0.506],
  "smiles": "N#CC1=N[C@@H]1O",
  "charge": 0,
  "orbital_gap_ev": 10.00,
  "e_lumo_ev": -0.17,
  "multiplicity": 1
}


B:
{
  "formula": "C3H2N2O",
  "method": "wB97M-V/def2-TZVPD",
  "elements": ["C", "C", "C", "N", "N", "O", "H", "H"],
  "positions_angstrom": [[-0.56860, 1.83009, -0.05681], [-1.57795, 1.06657, 0.08662], [-0.29642, -0.08428, 0.00178], [-1.41840, -0.99600, 0.00538], [-2.40958, -0.06630, -0.01386], [-3.57323, -0.29526, -0.02371], [0.32255, 0.06941, -0.97375], [0.42674, 0.00358, 0.93063]],
  "nbo_charge": [0.060, -0.137, -0.179, -0.256, 0.330, -0.322, 0.252, 0.253],
  "charge": 0,
  "orbital_gap_ev": 9.88,
  "e_lumo_ev": -0.76,
  "multiplicity": 1
}


C:
{
  "formula": "C3H2N2O",
  "method": "wB97M-V/def2-TZVPD",
  "elements": ["N", "C", "C", "O", "C", "N", "H", "H"],
  "positions_angstrom": [[-0.82214, -2.00527, -1.38126], [-0.40180, -1.06276, -0.86347], [0.21986, 0.15339, -0.27970], [1.40414, -0.14041, 0.40733], [-0.73363, 0.89344, 0.57371], [-1.38625, 1.50183, 1.30774], [0.48333, 0.80300, -1.12212], [1.23649, -0.14323, 1.35777]],
  "nbo_charge": [-0.250, 0.239, -0.073, -0.654, 0.231, -0.246, 0.259, 0.493],
  "smiles": "N#CC(O)C#N",
  "charge": 0,
  "orbital_gap_ev": 12.65,
  "e_lumo_ev": 0.21,
  "multiplicity": 1
}


Unit: kJ/mol. Relative energies: A 241.6; B 699.0; C 0.0.


A:
{
  "formula": "C5H7N4",
  "method": "wB97M-V/def2-TZVPD",
  "elements": ["C", "C", "C", "C", "C", "N", "N", "N", "N", "H", "H", "H", "H", "H", "H", "H"],
  "positions_angstrom": [[0.36662, -2.72422, 1.13907], [-0.14622, -2.37039, -0.16049], [0.72244, -1.59008, 1.76458], [0.36927, 2.21761, -1.24689], [-1.02876, 2.24635, -0.77276], [0.00593, -1.12817, -0.43455], [0.98219, 0.59161, 0.72516], [1.25878, 1.47350, -0.83736], [0.56485, -0.55032, 0.71807], [0.36864, -3.72674, 1.48047], [-0.52653, -3.07766, -0.87111], [1.11509, -0.98344, 2.60892], [0.64138, 2.82494, -2.19758], [-1.49055, 3.11652, -0.38165], [-1.77536, 2.05680, -1.60051], [-1.42776, 1.62369, 0.06662]],
  "nbo_charge": [-0.223, 0.121, -0.011, 0.090, -0.732, -0.248, 0.153, -0.108, 0.039, 0.274, 0.253, 0.290, 0.296, 0.280, 0.276, 0.247],
  "charge": 1,
  "orbital_gap_ev": 8.70,
  "e_lumo_ev": -6.32,
  "multiplicity": 1
}


B:
{
  "formula": "C5H7N4",
  "method": "wB97M-V/def2-TZVPD",
  "elements": ["H", "N", "C", "C", "N", "N", "C", "C", "C", "N", "H", "H", "H", "H", "H", "H"],
  "positions_angstrom": [[3.98915, 0.97068, 0.32167], [3.15715, 0.42176, 0.13538], [2.03735, 0.96306, 0.24483], [0.84968, 0.00835, -0.05283], [1.30464, -1.18573, -0.32757], [-0.50053, 0.18609, -0.01490], [-1.38756, -0.90143, 0.12019], [-2.64826, -0.41984, 0.06875], [-2.49854, 0.98906, -0.14137], [-1.26092, 1.32717, -0.17817], [1.78342, 1.98496, 0.51688], [0.73994, -1.97320, -0.60991], [2.33039, -1.25395, -0.30461], [-1.06665, -1.89938, 0.33247], [-3.57175, -0.95438, 0.15327], [-3.25750, 1.73679, -0.26408]],
  "nbo_charge": [0.406, -0.549, 0.087, 0.538, -0.657, -0.225, -0.045, -0.250, 0.043, -0.218, 0.229, 0.434, 0.464, 0.231, 0.264, 0.248],
  "smiles": "[H]/N=C/C(=[NH2+])n1cccn1",
  "charge": 1,
  "orbital_gap_ev": 8.84,
  "e_lumo_ev": -5.56,
  "multiplicity": 1
}


Unit: kJ/mol. Relative energies: A 485.4; B 0.0.